{
  "formula": "C21H18BrClIrN2O2S",
  "method": "the ωB97M-V functional and the def2-TZVPD basis",
  "symbols": ["Ir", "O", "C", "C", "C", "N", "C", "Br", "C", "H", "H", "H", "H", "C", "C", "O", "H", "H", "H", "S", "C", "N", "C", "C", "C", "C", "C", "C", "H", "H", "H", "H", "H", "Cl", "C", "C", "C", "C", "C", "C", "C", "H", "H", "H", "H", "H", "H"],
  "xyz": [[0.57763, -0.20499, -0.28685], [-3.50806, -1.64993, 4.35489], [-2.52997, -1.38497, 3.43338], [-1.82380, -0.19793, 3.41983], [-0.91493, -0.05984, 2.39411], [-0.69955, -1.01594, 1.43312], [-1.32430, -2.17953, 1.56168], [-0.94786, -3.53276, 0.36536], [-2.24177, -2.41141, 2.59178], [-3.79931, -0.84761, 4.81621], [-2.03738, 0.64983, 4.00711], [-0.31908, 0.85921, 2.29868], [-2.63829, -3.39597, 2.79398], [1.36344, -1.73658, -3.12468], [0.25382, -1.29689, -2.11988], [-0.85098, -1.77399, -2.16764], [1.02538, -2.61414, -3.66259], [2.23106, -1.90594, -2.45974], [1.53016, -0.91755, -3.85218], [-1.41573, 3.99701, -0.52833], [-0.25302, 2.77237, -0.31764], [-0.72335, 1.52896, -0.42419], [-2.07516, 1.51642, -0.74612], [-2.87897, 0.37163, -0.84375], [-4.27026, 0.59242, -1.09111], [-4.81355, 1.86737, -1.17037], [-4.00931, 2.97299, -1.01980], [-2.66894, 2.77619, -0.82126], [0.77966, 2.99084, -0.10542], [-2.47265, -0.62627, -0.85449], [-4.79437, -0.26021, -1.37433], [-5.86512, 2.02004, -1.45690], [-4.45585, 3.93312, -1.17252], [3.08115, 2.61019, -0.80319], [3.80930, 1.04449, -0.64533], [4.87454, 0.80826, -1.52265], [5.53049, -0.43488, -1.42413], [5.07893, -1.41920, -0.57169], [4.01918, -1.12315, 0.27984], [3.38531, 0.09682, 0.28893], [2.12847, 0.20639, 1.05511], [5.07211, 1.55058, -2.21754], [6.34995, -0.60096, -2.16968], [5.49314, -2.42861, -0.61895], [3.69944, -1.85689, 1.02228], [1.99855, 1.19748, 1.54038], [2.04986, -0.48646, 1.91627]],
  "forces_ev_per_a": [[-0.1, -0.3, -0.5], [0.4, 0.4, -0.5], [-1.6, 0.0, 2.2], [0.7, -0.1, -1.9], [0.2, -0.2, -0.5], [0.2, 1.0, 0.6], [-0.6, 0.2, 1.1], [0.2, -0.5, -0.2], [1.1, -0.8, -1.1], [0.3, -0.2, -0.1], [-0.2, 0.6, 1.0], [-0.4, -0.5, -0.1], [-0.3, 0.1, -0.3], [-0.4, 1.1, 1.1], [-0.2, -1.2, -0.8], [0.5, 0.7, 0.0], [0.0, -0.2, 0.1], [0.0, 0.0, -0.8], [0.2, -0.3, 0.6], [-0.4, -0.4, -0.2], [-1.3, -1.2, -0.1], [0.9, 1.5, -0.2], [-0.6, -0.8, 0.8], [-1.7, 1.2, -0.6], [2.9, 0.3, 0.2], [-0.6, -0.1, -0.4], [-0.7, 0.0, -0.4], [1.6, 0.8, 0.5], [0.1, -0.1, 0.0], [0.1, -0.1, 0.1], [-1.3, -1.2, -0.1], [0.6, -0.2, 0.3], [0.1, 0.6, 0.2], [-0.3, 0.2, 0.2], [1.1, 0.0, -0.7], [-1.0, -2.1, 2.4], [0.6, 0.9, -2.1], [-0.2, -0.2, 0.2], [1.0, -1.3, 0.3], [-1.1, 0.3, -0.4], [0.1, 1.1, 1.7], [0.8, 1.1, -1.2], [-0.8, -0.1, 1.0], [0.0, 0.4, 0.2], [0.0, 0.0, -0.4], [-0.1, -0.2, -0.5], [0.3, -0.1, -0.6]],
  "mulliken_spin": [2.638, 0.001, 0.002, 0.004, -0.015, 0.118, -0.011, 0.012, 0.001, 0.000, 0.000, 0.004, 0.001, 0.138, 0.277, 0.257, -0.002, -0.013, -0.004, 0.023, 0.031, 0.085, -0.015, 0.022, 0.004, -0.002, 0.004, 0.002, -0.003, 0.004, 0.000, 0.000, 0.000, 0.005, 0.039, -0.035, 0.075, -0.030, 0.058, 0.048, 0.240, -0.003, 0.004, -0.002, -0.003, 0.025, 0.012],
  "e_homo_ev": [-10.4, -11.7],
  "total_charge": 1,
  "spin_multiplicity": 5,
  "s2": 6.01,
  "de_lowest_kj_mol": 0.00,
  "gap_ha": [0.2750, 0.2472]
}

=====

{
  "formula": "C21H18Cl46N3O",
  "method": "the ωB97M-V functional and the def2-TZVPD basis",
  "symbols": ["C", "C", "N", "C", "C", "N", "C", "C", "O", "C", "N", "C", "Cl", "C", "C", "Cl", "H", "H", "H", "H", "H", "H", "H", "H", "H", "H", "H", "H", "H", "H", "H", "H", "H", "H", "C", "Cl", "Cl", "Cl", "Cl", "C", "Cl", "Cl", "Cl", "Cl", "C", "Cl", "Cl", "Cl", "Cl", "C", "Cl", "Cl", "Cl", "Cl", "C", "Cl", "Cl", "Cl", "Cl", "C", "Cl", "Cl", "Cl", "Cl", "C", "Cl", "Cl", "Cl", "Cl", "C", "Cl", "Cl", "Cl", "Cl", "C", "Cl", "Cl", "Cl", "Cl", "C", "Cl", "Cl", "Cl", "Cl", "C", "Cl", "Cl", "Cl", "Cl"],
  "xyz": [[1.91007, -2.13840, 1.91539], [1.07906, -1.71007, 0.56891], [1.82285, -1.48715, -0.59697], [-0.54586, -1.55756, 0.42445], [-1.29527, -0.83220, 1.68938], [-2.61655, -1.51799, 2.09694], [-3.66673, -1.49300, 1.00935], [-3.57562, -0.04688, 0.24385], [-3.00936, 1.05105, 1.03657], [-1.62719, 0.75922, 1.48847], [-1.50670, 1.47117, 2.85306], [-0.63896, 1.50927, 0.36655], [-1.31608, 2.03724, -1.31812], [0.81324, 1.77946, 0.57857], [1.73583, 2.54276, -0.58924], [1.70354, 1.29872, 2.13080], [2.94525, -1.54735, 1.87538], [2.21211, -3.29278, 1.88262], [1.40912, -1.83744, 2.92927], [2.84128, -1.64116, -0.40908], [-0.81979, -1.08658, -0.63592], [-0.98013, -2.66855, 0.37525], [-0.58073, -0.99869, 2.63137], [-2.97223, -0.95831, 2.92829], [-2.34269, -2.47216, 2.42245], [-4.72787, -1.62061, 1.52322], [-3.49570, -2.42122, 0.30589], [-3.03298, -0.20365, -0.80310], [-4.69127, 0.26739, -0.02773], [-1.28128, 2.47498, 2.67753], [-0.79164, 1.00732, 3.45390], [1.70441, 3.71829, -0.48142], [2.85444, 2.22678, -0.35724], [1.50355, 2.16491, -1.67253], [-1.32787, -6.02326, 1.14554], [-1.96585, -4.89783, 2.37065], [-0.15394, -5.17149, 0.11069], [-0.52256, -7.39004, 1.95671], [-2.66913, -6.63368, 0.14411], [0.17213, 6.52289, -0.23907], [-0.64146, 4.93785, -0.25274], [-0.73354, 7.66419, -1.26461], [0.23411, 7.14431, 1.42964], [1.82942, 6.34523, -0.86858], [-1.92787, 7.87289, 4.92229], [-2.44868, 6.53724, 3.86433], [-3.06460, 9.23548, 4.76181], [-1.90394, 7.31551, 6.61444], [-0.29426, 8.40335, 4.44859], [3.17213, -7.97813, 3.37331], [4.73809, -8.70497, 2.93288], [1.87447, -9.17645, 3.13956], [3.21194, -7.47123, 5.08096], [2.86403, -6.55986, 2.33984], [-1.92787, 0.15521, -5.19336], [-2.50249, 1.56888, -4.27367], [-1.37884, -1.10650, -4.06146], [-3.25685, -0.48234, -6.19433], [-0.57329, 0.64079, -6.24397], [-7.32787, -1.19225, -5.02556], [-6.67702, -2.14888, -6.38046], [-5.98126, -0.54058, -4.05783], [-8.30583, 0.15320, -5.66427], [-8.34737, -2.23275, -3.99967], [-2.84737, -4.06644, -8.27475], [-3.16718, -5.81495, -8.15259], [-4.16263, -3.16515, -7.47957], [-1.30048, -3.68833, -7.47551], [-2.75918, -3.59732, -9.99131], [5.25263, 6.58139, -3.67475], [4.69367, 8.19626, -4.17898], [4.92703, 6.35585, -1.93761], [4.38668, 5.33494, -4.60807], [7.00314, 6.43850, -3.97432], [6.15263, 5.42193, -8.54367], [5.51465, 6.54735, -7.31856], [7.32656, 6.27370, -9.57851], [6.95794, 4.05515, -7.73249], [4.81137, 4.81151, -9.54510], [0.15263, -4.27301, 6.10697], [0.80348, -5.22963, 4.75207], [1.49924, -3.62134, 7.07470], [-0.82533, -2.92756, 5.46825], [-0.86687, -5.31350, 7.13285], [4.65263, -1.57658, 8.89982], [3.83904, -3.16163, 8.88616], [3.74695, -0.43528, 7.87429], [4.71461, -0.95517, 10.56854], [6.30992, -1.75424, 8.27032]],
  "forces_ev_per_a": [[0.6, 0.2, -0.3], [3.2, 0.8, -3.5], [-3.4, -1.0, 5.1], [-0.4, -1.2, -0.4], [1.9, 0.5, -0.1], [0.6, 0.9, 0.7], [-1.4, -0.2, -0.5], [-1.2, -0.3, -1.7], [1.0, -3.0, 0.1], [0.7, 1.9, 0.1], [0.2, -1.2, -2.0], [4.3, 0.2, 1.0], [0.9, -1.2, 2.8], [-3.5, 0.2, -2.3], [1.1, -0.8, 1.3], [-1.4, 0.6, -2.1], [-2.4, -1.2, 0.0], [-1.0, 2.5, 0.2], [0.8, -0.8, -1.9], [-1.1, 0.1, 0.1], [0.8, -0.8, 2.5], [1.0, 2.2, 0.2], [-1.6, 0.6, -2.0], [0.5, -0.8, -1.1], [-0.6, 0.6, -0.4], [2.4, 0.2, -1.0], [-0.3, 2.1, 1.3], [-0.8, 0.5, 2.3], [2.5, -0.6, 0.7], [-0.1, -1.2, 0.4], [-0.6, 0.9, -0.9], [-0.2, -2.7, -0.3], [-2.3, 0.6, -0.5], [0.1, 0.8, 2.3], [0.1, -0.6, -0.4], [0.0, -0.1, 0.1], [-0.2, -0.2, 0.2], [-0.4, 0.7, -0.3], [0.4, 0.3, 0.3], [-0.1, 0.2, 0.1], [0.1, 0.6, 0.0], [0.3, -0.3, 0.3], [0.0, -0.2, -0.5], [-0.4, 0.1, 0.1], [-0.1, 0.1, 0.1], [0.1, 0.3, 0.2], [0.3, -0.4, 0.0], [0.0, 0.1, -0.4], [-0.4, -0.1, 0.2], [0.2, -0.1, 0.2], [-0.5, 0.2, 0.1], [0.4, 0.2, 0.1], [0.1, -0.3, -0.5], [0.1, -0.2, 0.1], [-0.1, 0.1, -0.3], [0.0, -0.3, -0.3], [-0.1, 0.2, -0.2], [0.7, 0.4, 0.4], [-0.4, -0.2, 0.3], [-0.2, 0.1, 0.0], [-0.5, 0.3, 0.5], [-0.3, -0.1, -0.1], [0.3, -0.4, 0.2], [0.3, 0.2, -0.3], [0.1, -0.1, -0.2], [0.1, 0.5, 0.0], [0.5, -0.6, -0.4], [-0.4, 0.0, -0.1], [0.0, -0.1, 0.5], [0.1, 0.0, -0.2], [0.1, -0.4, 0.1], [0.2, 0.0, -0.3], [0.1, 0.2, 0.6], [-0.5, 0.0, 0.1], [0.0, 0.1, -0.1], [0.3, -0.1, -0.7], [-0.3, -0.2, 0.3], [-0.2, 0.3, -0.2], [0.3, 0.1, 0.3], [0.3, -0.4, 0.2], [-0.3, 0.4, 0.3], [-0.6, -0.2, -0.5], [0.0, 0.0, 0.0], [0.3, 0.4, -0.3], [0.2, 0.1, 0.1], [0.4, 0.4, 0.2], [0.2, -0.3, 0.2], [0.0, -0.2, -0.5], [-0.5, 0.0, 0.2]],
  "lowdin_charge": [-0.094, -0.320, 0.095, -0.087, -0.155, 0.041, -0.083, -0.149, -0.135, -0.398, 0.079, -0.437, 0.544, -0.553, -0.141, 0.600, 0.090, 0.085, 0.059, 0.050, 0.128, 0.070, 0.148, 0.200, 0.075, 0.161, 0.154, 0.119, 0.163, 0.100, 0.060, 0.012, 0.086, 0.085, -1.967, 0.524, 0.554, 0.506, 0.549, -1.970, 0.520, 0.538, 0.491, 0.507, -2.007, 0.488, 0.523, 0.515, 0.493, -1.992, 0.540, 0.505, 0.506, 0.472, -1.987, 0.484, 0.495, 0.476, 0.534, -1.993, 0.483, 0.477, 0.531, 0.519, -1.989, 0.522, 0.425, 0.508, 0.527, -2.004, 0.519, 0.489, 0.481, 0.518, -2.001, 0.475, 0.519, 0.507, 0.513, -1.982, 0.463, 0.491, 0.477, 0.546, -2.000, 0.476, 0.501, 0.527, 0.522],
  "e_homo_ev": -11.7,
  "total_charge": 1,
  "gap_ha": 0.3245
}

=====

Q: What is the formula in the first record?
A: C21H18BrClIrN2O2S